(1)
A structure of composition C48H45Br3LaN8O3Si in a non-equilibrium geometry. Source: the OMol25 dataset; level of theory: ωB97M-V/def2-TZVPD.

The HOMO-LUMO gap is 5.54 eV. As for the highest occupied orbital energy: -8.47 eV.

Geometry as ORCA input:
```
! wB97M-V def2-TZVPD RIJCOSX def2/J DEFGRID3
* xyz 1 1
La 0.0169 0.2036 -0.1767
C -1.9590 -0.4220 -4.6414
C -1.7120 -0.3904 -3.1673
N -0.8249 0.3434 -2.6036
N -0.0720 1.1634 -3.4224
C 0.6161 2.0558 -2.7370
O 0.6249 2.1955 -1.4586
C 1.4883 2.9498 -3.5549
C 2.3065 3.8555 -2.8893
C 3.1593 4.6910 -3.5963
C 3.1908 4.6282 -4.9820
C 2.3692 3.7295 -5.6529
C 1.5212 2.8929 -4.9452
C -2.6130 -1.1655 -2.2576
C -3.4056 -2.1968 -2.7429
C -4.3026 -2.8188 -1.8879
C -4.4066 -2.3717 -0.5828
C -3.5664 -1.3465 -0.1790
N -2.6702 -0.7722 -0.9772
H -1.3763 0.3507 -5.1282
H -3.0203 -0.2803 -4.8547
H -1.6666 -1.3895 -5.0600
H 2.2780 3.8908 -1.8092
H 3.8009 5.3838 -3.0673
H 3.8567 5.2750 -5.5391
H 2.3928 3.6798 -6.7339
H 0.8871 2.1849 -5.4611
H -3.3280 -2.4992 -3.7783
H -4.9267 -3.6279 -2.2451
H -5.1187 -2.7983 0.1108
H -3.6180 -0.9626 0.8337
O 4.8551 -0.9144 4.8655
C 3.7886 -0.9200 4.0424
C 3.2898 -2.0701 3.4406
C 2.2138 -1.9461 2.5880
N 1.6108 -0.7820 2.3168
C 2.1039 0.2735 2.9400
Br 1.2003 1.9001 2.5742
C 3.1746 0.3002 3.8002
H 5.2149 -1.8065 4.9523
H 3.7447 -3.0373 3.6129
H 1.8214 -2.8189 2.0790
H 3.5448 1.2126 4.2418
Br -4.0755 -2.8053 5.2436
C -2.9430 -2.0770 3.9420
C -2.6741 -0.7255 3.9271
C -1.8580 -0.2475 2.9146
N -1.3263 -1.0219 1.9671
C -1.5700 -2.3361 2.0150
C -2.3808 -2.9036 2.9828
C -0.9481 -3.1843 0.9354
C -0.9894 -4.5686 0.9898
C -0.4330 -5.2897 -0.0553
Br -0.4739 -7.1586 -0.0126
C 0.1507 -4.6337 -1.1195
C 0.1640 -3.2508 -1.0769
N -0.3679 -2.5411 -0.0808
H -3.0943 -0.0502 4.6588
H -1.6436 0.8096 2.8434
H -2.6008 -3.9597 2.9936
H -1.4300 -5.0931 1.8230
H 0.5971 -5.1679 -1.9455
H 0.6370 -2.6869 -1.8742
C -3.7185 5.9732 1.5000
N -2.5706 5.0728 1.5837
N -2.7898 3.7189 1.3877
C -1.6431 3.1469 0.8968
O -1.5423 1.9014 0.7831
C -0.7293 4.2066 0.6508
C -1.3495 5.3559 1.0534
C -0.8969 6.7686 0.9298
C -3.7704 2.9986 2.1333
C -4.4435 1.9646 1.4988
C -5.3675 1.2215 2.2173
C -5.6258 1.5162 3.5509
C -4.9501 2.5597 4.1695
C -4.0104 3.3019 3.4645
H -4.5839 5.4744 1.9268
H -3.9366 6.2497 0.4675
H -3.5087 6.8620 2.0884
H 0.2430 4.1003 0.1991
H 0.1294 6.7945 0.5733
H -0.9481 7.2837 1.8897
H -1.5162 7.3185 0.2185
H -4.2371 1.7509 0.4583
H -5.9015 0.4179 1.7254
H -6.3580 0.9410 4.1024
H -5.1490 2.7986 5.2060
H -3.4637 4.1043 3.9451
C 3.5086 -2.2292 -0.6408
Si 2.8632 -0.4367 -0.8203
C 3.4175 -0.0140 -2.5874
C 4.0901 0.5343 0.2647
C 3.9822 1.9243 0.4004
C 4.8355 2.6532 1.2200
C 5.8330 2.0044 1.9397
C 5.9718 0.6278 1.8190
C 5.1112 -0.0890 0.9931
H 4.5468 -2.3019 -0.9833
H 2.9238 -2.9185 -1.2600
H 3.4763 -2.6071 0.3843
H 4.4214 -0.4089 -2.7737
H 3.4558 1.0696 -2.7385
H 2.7435 -0.4192 -3.3490
H 3.2009 2.4474 -0.1461
H 4.7285 3.7293 1.2985
H 6.5031 2.5673 2.5777
H 6.7539 0.1133 2.3655
H 5.2431 -1.1628 0.9168
*
```


(2)
A structure of composition C48H45BrClO4P2SiTa in a non-equilibrium geometry. Source: the OMol25 dataset; level of theory: ωB97M-V/def2-TZVPD.

The HOMO-LUMO gap is 7.70 eV. As for the highest occupied orbital energy: -7.41 eV.

Geometry as ORCA input:
```
! wB97M-V def2-TZVPD RIJCOSX def2/J DEFGRID3
* xyz 0 1
Ta 0.3414 -1.0005 -0.0654
C 4.0979 -1.7966 -0.9203
Si 2.8971 -0.4269 -0.4660
C 3.2270 0.9698 -1.6940
C 4.3472 1.8075 -1.7606
C 4.4348 2.8205 -2.7059
C 3.3974 3.0167 -3.6089
C 2.2809 2.1965 -3.5682
C 2.1944 1.1800 -2.6194
P 0.7506 0.0382 -2.5898
C 1.3145 -1.2578 -3.7683
C 2.6448 -1.3654 -4.1600
C 3.0585 -2.4027 -4.9904
C 2.1476 -3.3414 -5.4451
C 0.8121 -3.2363 -5.0717
C 0.4047 -2.2077 -4.2397
C -0.4898 0.9867 -3.5242
C -0.7524 0.7770 -4.8728
C -1.6968 1.5582 -5.5344
C -2.3716 2.5608 -4.8558
C -2.0974 2.7907 -3.5123
C -1.1668 2.0069 -2.8501
C 3.4671 0.1021 1.3035
C 4.8167 0.4505 1.4826
C 5.3163 0.8966 2.6967
C 4.4723 1.0069 3.7943
C 3.1465 0.6328 3.6676
C 2.6455 0.1671 2.4490
P 0.9176 -0.4566 2.4502
C 0.9680 -2.0046 3.4251
C -0.1886 -2.7831 3.4641
C -0.1988 -4.0092 4.1113
C 0.9585 -4.4779 4.7208
C 2.1160 -3.7151 4.6810
C 2.1229 -2.4850 4.0323
C 0.0148 0.7084 3.5389
C -0.7274 0.2666 4.6333
C -1.4054 1.1762 5.4391
C -1.3468 2.5337 5.1651
C -0.5989 2.9831 4.0850
C 0.0743 2.0772 3.2812
H 5.0705 -1.3807 -1.2031
H 3.7321 -2.3918 -1.7610
H 4.2454 -2.4692 -0.0727
H 5.1606 1.6873 -1.0553
H 5.3077 3.4613 -2.7362
H 3.4526 3.8116 -4.3420
H 1.4752 2.3632 -4.2725
H 3.3744 -0.6386 -3.8267
H 4.0996 -2.4685 -5.2792
H 2.4707 -4.1510 -6.0871
H 0.0865 -3.9590 -5.4219
H -0.6390 -2.1488 -3.9579
H -0.2213 0.0064 -5.4171
H -1.8978 1.3832 -6.5839
H -3.1067 3.1659 -5.3717
H -2.6110 3.5788 -2.9757
H -0.9701 2.1946 -1.8069
H 5.5041 0.3637 0.6481
H 6.3629 1.1620 2.7862
H 4.8464 1.3664 4.7448
H 2.4920 0.6976 4.5305
H -1.0938 -2.4371 2.9745
H -1.1040 -4.6028 4.1245
H 0.9596 -5.4420 5.2133
H 3.0225 -4.0782 5.1486
H 3.0397 -1.9132 3.9902
H -0.7786 -0.7844 4.8767
H -1.9744 0.8156 6.2867
H -1.8765 3.2395 5.7930
H -0.5391 4.0403 3.8562
H 0.6592 2.4473 2.4531
C -3.4904 -2.7931 -0.7149
C -3.0122 -1.3514 -0.9358
C -4.0164 -0.3931 -0.2812
C -2.9814 -1.0781 -2.4325
C -1.6284 -1.2133 -0.2940
H -4.4216 -2.9808 -1.2586
H -3.6739 -2.9840 0.3472
H -2.7422 -3.5108 -1.0587
H -5.0224 -0.5789 -0.6723
H -3.7683 0.6489 -0.4899
H -4.0493 -0.5278 0.8046
H -3.9504 -1.3105 -2.8825
H -2.2264 -1.7021 -2.9147
H -2.7526 -0.0371 -2.6512
H -1.6732 -1.8443 0.6393
Br -1.0060 5.8390 0.8984
C -0.6058 4.0113 0.6142
C 0.6901 3.6222 0.3316
C 0.9660 2.2675 0.1543
C -0.0121 1.2512 0.1946
C -1.2972 1.7215 0.5394
C -1.6051 3.0639 0.7377
H 1.4847 4.3551 0.2707
H 2.0015 2.0327 -0.0162
H -2.0977 1.0096 0.6562
H -2.6142 3.3623 0.9946
O -0.3402 -3.9196 0.3584
Cl 0.9570 -3.6809 -0.2003
O 1.7364 -4.8309 -0.4002
O 0.8152 -2.8216 -1.4292
O 1.6306 -2.6601 0.7396
*
```


(3)
A structure of composition C48H45CuN5O2P2S2. Source: the OMol25 dataset; level of theory: ωB97M-V/def2-TZVPD.

The HOMO-LUMO gap (spin up / spin down) is 6.51 / 6.14 eV. As for the highest occupied orbital energy (spin up / spin down): -6.78 / -6.78 eV.

Geometry as ORCA input:
```
! wB97M-V def2-TZVPD RIJCOSX def2/J DEFGRID3
* xyz 0 2
Cu 0.0409 -0.4287 -0.9686
C -3.5674 -1.6760 -4.5387
S -2.8328 -3.0552 -3.6483
C -1.6254 -2.2788 -2.6384
S -1.3247 -0.5898 -2.7849
N -1.0200 -3.0945 -1.8367
N -0.0509 -2.4573 -1.0944
C 0.7904 -3.1959 -0.4892
C 1.8546 -2.5441 0.2680
C 2.6962 -3.2603 1.1067
C 3.6523 -2.5650 1.8282
C 3.7425 -1.1930 1.6711
C 2.8703 -0.5679 0.7901
N 1.9482 -1.2191 0.1040
H -4.4199 -2.1030 -5.0667
H -3.9241 -0.9087 -3.8559
H -2.8792 -1.2374 -5.2578
H 0.7114 -4.2775 -0.5358
H 2.5847 -4.3312 1.2032
H 4.3174 -3.0882 2.5023
H 4.4731 -0.6116 2.2153
H 2.9269 0.4990 0.6183
C 1.0806 3.5298 -3.3709
N 0.9529 2.2311 -2.7059
P -0.1006 1.9689 -1.4005
C 0.2336 3.1965 -0.1093
C -0.3548 4.4593 -0.0870
C -0.0508 5.3519 0.9298
C 0.8295 4.9846 1.9362
C 1.4048 3.7214 1.9314
C 1.1045 2.8320 0.9139
C -1.7811 2.4017 -1.9103
C -2.1568 2.8975 -3.1526
C -3.4988 3.1187 -3.4349
C -4.4651 2.8503 -2.4783
C -4.0933 2.3470 -1.2382
C -2.7589 2.1151 -0.9559
P 2.1595 1.0033 -2.7288
C 3.6890 1.9824 -2.9413
C 4.2505 2.5274 -1.7896
C 5.3916 3.3105 -1.8581
C 5.9943 3.5468 -3.0853
C 5.4482 3.0037 -4.2398
C 4.3001 2.2291 -4.1692
C 1.9990 0.2066 -4.3575
C 2.8667 -0.8424 -4.6479
C 2.7606 -1.5289 -5.8460
C 1.7758 -1.1822 -6.7619
C 0.8959 -0.1520 -6.4701
C 1.0051 0.5378 -5.2715
H 0.5112 4.2839 -2.8254
H 0.7163 3.4940 -4.3993
H 2.1217 3.8524 -3.3889
H -1.0652 4.7383 -0.8558
H -0.5120 6.3309 0.9413
H 1.0530 5.6764 2.7376
H 2.0659 3.4214 2.7340
H 1.5051 1.8280 0.9354
H -1.4167 3.0913 -3.9166
H -3.7873 3.4966 -4.4072
H -5.5099 3.0239 -2.7013
H -4.8446 2.1177 -0.4938
H -2.4723 1.6772 -0.0043
H 3.7831 2.3457 -0.8271
H 5.8140 3.7294 -0.9540
H 6.8904 4.1510 -3.1417
H 5.9141 3.1873 -5.1994
H 3.8783 1.8106 -5.0743
H 3.6310 -1.1313 -3.9337
H 3.4402 -2.3434 -6.0615
H 1.6888 -1.7246 -7.6943
H 0.1145 0.1107 -7.1718
H 0.2927 1.3155 -5.0310
C -1.8930 -6.6735 5.9011
C -2.4665 -5.2917 5.7355
C -3.7458 -5.0295 6.2178
C -4.3105 -3.7755 6.0597
C -3.6087 -2.7635 5.4315
C -2.3134 -2.9984 4.9692
N -1.5526 -2.0336 4.3163
C -1.7622 -0.6690 4.2701
C -2.2911 0.0337 5.3609
C -2.4445 1.4045 5.3123
C -2.0629 2.1229 4.1838
C -1.5189 1.4401 3.1127
C -1.3608 0.0565 3.1281
C -0.7140 -0.6091 1.9379
O -0.2575 -1.7640 2.0418
O -0.6396 0.1118 0.8918
C -1.7398 -4.2769 5.1127
C -0.3538 -4.5031 4.5765
H -2.6089 -7.3244 6.4008
H -0.9788 -6.6655 6.4983
H -1.6464 -7.1259 4.9387
H -4.3010 -5.8187 6.7089
H -5.3150 -3.5828 6.4152
H -4.0745 -1.8014 5.2754
H -0.9638 -2.3445 3.5448
H -2.5543 -0.5041 6.2608
H -2.8504 1.9197 6.1741
H -2.1754 3.1984 4.1498
H -1.1939 1.9707 2.2268
H 0.3329 -3.7424 4.9556
H -0.3287 -4.4263 3.4847
H 0.0349 -5.4808 4.8471
*
```


(4)
A structure of composition C48H45FN5O6PRhS in a non-equilibrium geometry. Source: the OMol25 dataset; level of theory: ωB97M-V/def2-TZVPD.

The HOMO-LUMO gap (spin up / spin down) is 7.09 / 5.83 eV. As for the highest occupied orbital energy (spin up / spin down): -9.48 / -10.68 eV.

Geometry as ORCA input:
```
! wB97M-V def2-TZVPD RIJCOSX def2/J DEFGRID3
* xyz 1 5
Rh 0.6572 0.2339 0.0046
C 6.1689 -1.3206 4.3368
C 5.3308 -0.2623 4.9835
C 4.8747 -0.8339 6.2911
C 3.9285 0.0268 7.0611
C 2.8418 0.5617 6.2145
C 1.6036 0.8925 6.7806
C 0.6229 1.3616 5.9532
F -0.5763 1.6747 6.5385
C 0.6707 1.2789 4.5929
C 1.8942 0.8789 3.9909
C 1.9284 0.7899 2.5499
O 0.8277 0.9075 1.9609
C 3.1936 0.4710 1.9721
C 4.2172 0.1743 2.8228
N 4.1783 0.1875 4.1912
C 2.9923 0.6216 4.7958
C 3.6247 0.3396 0.5126
O 4.7934 0.5808 0.2991
O 2.7742 -0.0277 -0.3176
H 7.0290 -1.5513 4.9887
H 6.6540 -1.0082 3.3997
H 5.5761 -2.2406 4.2868
H 5.8499 0.7159 5.0596
H 5.7395 -1.0682 6.8761
H 4.4291 -1.8158 6.1439
H 4.5893 0.8466 7.4395
H 3.5110 -0.5485 7.8884
H 1.4925 0.7387 7.8334
H -0.1448 1.5106 3.9409
H 5.1674 -0.1599 2.4079
N -0.2053 1.3304 -2.7537
P 0.0531 -0.2422 -2.1086
C 1.0535 -1.0544 -3.4195
C 0.5811 -1.9365 -4.3431
C 1.3691 -2.4067 -5.3138
C 2.6599 -1.9208 -5.4882
C 3.1944 -1.0830 -4.5578
C 2.3798 -0.6421 -3.4699
C -1.5593 -1.0039 -1.9136
C -2.8138 -0.1699 -1.5901
C -3.8931 -0.9703 -0.9556
C -3.9391 -2.3145 -1.0751
C -2.8776 -3.0626 -1.6566
C -1.7083 -2.3701 -1.9816
C 0.2719 2.4221 -2.1046
C 0.3552 3.7381 -2.6150
C 0.7707 4.7635 -1.7820
C 1.1558 4.4661 -0.4567
C 1.2162 3.1372 -0.0674
N 0.7214 2.1436 -0.8453
H -0.5043 1.5072 -3.6684
H -0.4526 -2.2387 -4.3892
H 0.9220 -3.0211 -6.0651
H 3.1724 -2.2274 -6.4208
H 4.1676 -0.7015 -4.6936
H 2.7937 -0.0445 -2.6707
H -3.2367 0.2209 -2.5580
H -4.6437 -0.4268 -0.3806
H -4.8445 -2.8078 -0.7496
H -2.8659 -4.1046 -1.8587
H -0.8094 -2.9460 -2.2818
H 0.1508 3.9203 -3.6530
H 0.8837 5.7599 -2.1566
H 1.4830 5.2038 0.2323
H 1.7328 2.9577 0.8354
C -7.5720 2.2892 -1.6707
C -6.1998 1.6166 -1.8665
N -5.2270 2.5098 -2.4845
C -5.5301 2.7701 -3.9102
C -5.7721 4.2388 -4.2385
C -3.9517 2.6782 -1.9879
O -3.0460 3.1968 -2.6052
C -3.6307 2.0313 -0.6374
C -4.1209 2.4139 0.6008
C -3.5126 1.9188 1.8076
C -2.2459 1.1750 1.6923
N -1.8350 0.7207 0.5458
C -2.5066 1.0590 -0.6909
H -8.2914 1.6208 -1.1756
H -8.1300 2.6221 -2.5730
H -7.4597 3.1333 -1.0048
H -6.3285 0.7774 -2.4849
H -5.8931 1.2052 -0.8914
H -6.5058 2.2172 -4.0160
H -4.7339 2.2431 -4.4886
H -6.6532 4.6435 -3.6897
H -5.9032 4.4239 -5.3038
H -4.8672 4.7847 -4.0071
H -4.9281 3.1600 0.6279
H -3.8183 2.3201 2.8057
H -1.6674 0.7829 2.5235
H -1.7918 1.5884 -1.2414
O 2.7684 -7.6632 -0.9082
C 2.9764 -6.4711 -1.5288
O 3.6958 -6.4637 -2.5044
C 2.3309 -5.2918 -0.9010
C 1.1301 -5.4880 -0.1513
C 0.5640 -4.4092 0.5748
C 1.0563 -3.1272 0.3572
S 0.3108 -1.7766 1.1378
C 2.2420 -2.9479 -0.4050
C 2.8844 -4.0110 -0.9865
H 2.2412 -7.4634 -0.1171
H 0.6702 -6.4855 0.0761
H -0.3407 -4.5178 1.1620
H 2.6587 -1.9519 -0.5759
H 3.7594 -3.9040 -1.6884
*
```